Entry 1:
Here is a 2-piece molecular cluster, C8H11N2O2 overall from the OMol25 dataset. Energies are from ωB97M-V with the def2-TZVPD basis set.

```
23
Properties=species:S:1:pos:R:3:forces:R:3
C -3.75004 0.17404 0.06277 -0.5 1.2 -0.7
C -3.15231 1.41101 -0.21176 2.1 -2.2 -0.1
C -3.01604 -0.98902 0.33228 -1.2 1.9 0.1
C -1.72630 1.37368 -0.33635 0.9 1.9 -0.1
C -1.63844 -0.94573 0.45754 -1.3 -1.3 0.0
C -1.02668 0.21127 0.03072 -1.3 0.0 0.1
C 1.17440 -0.49911 -0.58300 2.1 -1.0 -0.8
C 3.39165 0.44455 1.30614 0.1 0.6 0.9
N 3.51756 -0.45895 0.19814 -2.1 1.9 0.2
N 0.89378 -1.40941 -1.50244 -1.6 0.7 1.4
O 4.02272 0.17238 -0.78018 1.6 -2.7 -3.4
O 0.37567 0.20026 0.12679 0.8 0.4 -0.2
H -4.85468 0.26048 -0.02358 0.8 -0.9 0.5
H -3.83533 2.22393 -0.35145 0.5 0.7 -0.3
H -3.65158 -1.79897 0.56156 0.1 -1.3 0.3
H -1.07523 2.29609 -0.66622 -1.5 -1.9 0.8
H -1.21557 -1.87012 0.89489 0.5 0.9 -0.5
H 3.65235 -0.17139 2.12270 1.4 -0.4 1.3
H 3.88156 1.46303 1.26929 -0.2 -1.4 -0.3
H 2.39188 0.58114 1.63336 -1.5 0.4 -0.4
H 1.47887 -1.88323 -2.13887 2.0 0.1 -0.1
H 0.02085 -1.89162 -1.58339 -1.3 0.4 0.3
H 4.14093 1.10567 -0.81896 -0.2 1.9 1.1
```
Forces are in eV/Å.

Computed properties:
Multiplicity: 1
Total charge: +1
Highest occupied orbital energy (spin up / spin down), eV: -12.88 / -12.73



Entry 2:
Here is an isolated ion of composition C8H11N2O2 and charge +1 from the OMol25 dataset. Energies are from ωB97M-V with the def2-TZVPD basis set.

```
23
Properties=species:S:1:pos:R:3:forces:R:3
C 3.18906 0.38565 0.28426 -0.1 -0.2 -0.2
C 1.95497 -0.31136 -0.27044 0.3 -0.1 -0.1
N 0.98877 -0.64421 0.80996 -0.2 0.3 -0.3
C -0.34768 -0.62781 0.35366 0.2 -0.6 0.3
C -0.96114 -1.84508 0.09984 -0.1 0.3 -0.1
N -2.23197 -1.88570 -0.34093 0.2 0.2 0.0
C -2.96129 -0.78048 -0.54716 -0.1 0.4 0.0
C -2.41310 0.46160 -0.30046 0.1 -0.5 0.0
C -1.09959 0.53321 0.14762 -0.2 0.1 -0.4
C -0.47405 1.84869 0.50479 0.1 -0.2 -0.1
O -0.25330 2.06024 1.64868 0.3 0.3 0.9
O -0.13887 2.69918 -0.45834 -0.3 0.1 -0.4
H 3.06504 1.46284 0.27952 -0.1 0.2 0.3
H 4.04517 0.17294 -0.34603 0.1 -0.1 0.0
H 3.40574 0.02445 1.28480 0.1 0.0 0.1
H 2.23158 -1.22890 -0.78461 0.0 -0.2 0.0
H 1.50273 0.33576 -1.02628 -0.2 0.1 -0.1
H 1.09789 0.01047 1.57829 0.0 0.0 0.0
H -0.44368 -2.77517 0.25737 0.0 -0.2 0.0
H -2.66213 -2.78606 -0.51325 0.0 0.0 0.0
H -3.96943 -0.90331 -0.90582 -0.1 -0.1 0.0
H -2.99866 1.35336 -0.44896 -0.2 0.1 0.0
H -0.52607 2.43968 -1.30654 0.2 0.1 -0.1
```
Forces are in eV/Å.

Computed properties:
Multiplicity: 1
Total charge: +1
Highest occupied orbital energy, eV: -13.47
Structure (SMILES): CCNc1c[nH+]ccc1C(=O)O



Entry 3:
Here is C8H11N3 as an isolated structure from the OMol25 dataset. Energies are from ωB97M-V with the def2-TZVPD basis set.

```
22
Properties=species:S:1:pos:R:3:forces:R:3
C -2.75099 -1.06308 0.05965 -0.5 -1.5 -1.7
C -1.66721 -2.00797 0.14402 -2.1 -1.5 1.3
C -2.48879 0.27394 -0.09664 1.4 -1.4 1.3
C -0.36970 -1.58469 0.36281 -0.6 1.7 -1.9
C -1.18872 0.76576 0.01941 -0.8 -3.0 -0.2
C -0.22674 -0.20536 0.19207 5.4 1.3 0.7
C -0.78032 3.20406 0.06046 1.0 0.0 -0.8
C 1.93028 0.40761 -1.19811 0.6 -1.0 -1.8
N -1.01335 2.08602 -0.02494 1.2 2.8 0.6
N 1.52122 0.50513 0.16183 -4.9 -0.8 2.1
N 2.30010 -0.34398 1.06690 -1.1 0.4 -1.8
H -3.84157 -1.31492 -0.15153 1.7 -0.3 0.8
H -1.81411 -3.14792 0.23864 -0.2 2.0 -0.5
H -3.24686 0.94178 0.03621 -2.2 1.8 -0.5
H 0.38625 -2.34670 0.22394 0.5 0.3 0.5
H -0.28907 4.20001 -0.08216 -1.0 -0.8 0.4
H 2.83467 -0.25427 -1.30652 -1.0 0.2 -0.3
H 1.04350 0.04491 -1.77211 1.3 0.1 -0.1
H 2.26681 1.36082 -1.60515 -0.2 0.2 0.2
H 2.80447 0.27046 1.67248 0.6 0.4 0.9
H 2.92257 -0.82294 0.42534 0.7 -0.9 0.5
H 1.66754 -0.96866 1.57339 0.4 -0.2 0.2
```
Forces are in eV/Å.

Computed properties:
Multiplicity: 1
Total charge: +2
Highest occupied orbital energy, eV: -17.61



Entry 4:
Here is an isolated molecule of C8H11N3O3 from the OMol25 dataset. Energies are from ωB97M-V with the def2-TZVPD basis set.

```
25
Properties=species:S:1:pos:R:3:forces:R:3
C -1.05457 2.37415 0.35858 2.2 0.1 -1.7
C -0.56035 0.98519 0.67495 0.0 0.2 2.0
N 0.50685 0.93817 1.36117 0.5 0.9 -0.3
C 0.90860 -0.40547 1.63680 0.1 -0.1 -0.3
N 1.25641 -0.70676 2.98307 -2.7 0.2 0.3
O 2.07671 -0.69934 0.94261 1.0 -0.6 -1.7
C 2.20649 -0.30671 -0.36965 1.8 2.4 1.1
O 3.17570 0.66567 -0.41229 0.0 0.3 0.8
N 1.68466 -0.64998 -1.42905 0.0 0.3 -0.5
C 0.86982 -1.79996 -1.51341 0.0 -1.3 0.9
C -0.55002 -1.41558 -1.73487 -0.9 2.6 5.1
C -1.35646 -0.68875 -0.87484 0.1 -2.6 -0.9
C -1.19565 -0.39440 0.59894 1.9 0.6 -1.6
O -0.16475 -1.21488 1.18845 -1.5 0.1 0.3
H -2.04049 2.56419 -0.04242 0.0 -0.5 -0.7
H -0.14205 2.79055 -0.25944 -2.3 -0.4 0.7
H -1.01523 2.92157 1.26275 0.1 0.5 1.1
H 0.42476 -0.30229 3.46840 1.5 -0.6 0.4
H 2.14454 -0.35154 3.29838 -0.1 0.4 -0.2
H 3.32449 1.07159 -1.28739 -0.6 -0.9 0.3
H 1.07264 -2.48605 -0.63612 -0.5 0.4 -1.1
H 1.19144 -2.20214 -2.45963 0.1 -1.1 -0.1
H -0.76323 -1.42037 -2.71264 -1.6 -0.2 -3.4
H -2.38304 -0.43166 -1.12889 0.3 0.2 -0.9
H -2.17977 -0.28125 1.08516 0.4 -0.9 0.3
```
Forces are in eV/Å.

Computed properties:
Multiplicity: 1
Highest occupied orbital energy, eV: -9.20
Structure (SMILES): CC1=N[C@]2(N)O/C(O)=N\C/C=C\[C@H]1O2



Entry 5:
Here is C8H11NO as an isolated structure from the OMol25 dataset. Energies are from ωB97M-V with the def2-TZVPD basis set.

```
21
Properties=species:S:1:pos:R:3:forces:R:3
C 1.17956 2.27937 0.15482 -1.2 -0.4 -0.1
C 0.08018 1.48859 -0.81395 4.2 -1.1 1.4
C -1.31897 1.95614 -0.94289 0.5 -1.2 -4.2
C 0.72431 -0.81776 -1.23420 1.4 -1.6 3.6
C 0.87444 -2.10631 -0.77246 -2.3 0.3 -0.3
C 0.12159 -2.56219 0.43412 3.7 -2.8 -3.0
C -0.40483 -1.64714 1.18552 -1.6 -0.8 3.7
C -0.39486 -0.30938 0.91515 -1.5 3.6 -1.7
H 0.30748 3.51864 0.20203 3.8 -3.1 0.3
H 1.39926 1.59970 1.50482 -0.9 2.5 -4.4
H 2.33949 2.06183 -0.60974 -3.5 1.6 2.9
H 0.66031 1.53159 -1.78695 -1.2 -0.3 0.9
H -1.22421 2.85281 -1.59035 -0.7 -0.1 0.8
H -1.66031 2.05516 0.02181 -1.7 0.5 1.9
H -1.88393 1.15921 -1.63082 0.9 1.7 1.8
H 1.46127 -0.48636 -1.96477 -0.9 0.4 -0.4
H 1.28604 -2.74373 -1.52059 0.5 -0.9 0.2
H 0.27255 -3.64637 0.70891 -0.7 1.3 -0.3
H -0.94900 -1.69638 2.15612 0.5 -1.1 -0.8
N 0.19525 0.07240 -0.31767 -0.8 1.3 -1.3
O -1.06803 0.44991 1.64706 1.5 0.3 -1.1
```
Forces are in eV/Å.

Computed properties:
Multiplicity: 1
Highest occupied orbital energy, eV: -8.45



Entry 6:
Here is a 2-piece molecular cluster, C8H11NO4 overall from the OMol25 dataset. Energies are from ωB97M-V with the def2-TZVPD basis set.

```
24
Properties=species:S:1:pos:R:3:forces:R:3
C 2.47126 2.35041 0.21135 0.1 -0.9 -0.9
C 1.11730 1.94008 -0.41493 1.8 -0.1 2.1
O 0.83620 2.03637 -1.57550 -0.3 0.1 -1.9
N 0.26652 1.55650 0.54676 -1.9 -0.5 -0.4
C -1.10686 1.16815 0.28387 0.1 -0.1 0.9
O -1.60794 1.22463 -0.95486 -0.5 0.1 0.6
C -1.85853 0.70423 1.27007 -0.7 0.2 -0.2
C -3.24244 0.20025 1.30616 2.7 2.0 -3.8
C -4.00005 0.24028 0.23442 -0.8 -0.6 1.2
O -4.81785 0.21540 -0.57471 -0.2 0.2 -1.0
H 2.94688 1.54596 0.87499 -0.7 1.2 -1.1
H 3.12610 2.71702 -0.61039 -0.3 -0.4 0.8
H 2.12730 3.17816 0.79921 0.5 0.7 0.7
H 0.66085 1.38637 1.46501 -0.5 0.0 -0.3
H -0.88421 1.37373 -1.54701 1.0 0.5 -1.2
H -1.37739 0.61321 2.17974 0.9 0.0 1.9
H -3.52243 -0.18857 2.18239 -1.6 -1.5 2.9
C -0.89806 -1.96279 -1.77899 -0.5 -0.8 0.3
C 0.09590 -1.39261 -1.13251 1.4 0.9 -0.4
O 0.05573 -1.25385 0.25491 0.2 -1.5 -1.0
H -1.57559 -2.50059 -1.14570 -0.8 0.0 0.4
H -1.16144 -2.08501 -2.80989 0.8 0.3 -0.5
H 1.02615 -0.97374 -1.65988 -1.6 -0.3 1.3
H -0.71401 -1.80388 0.54892 0.8 0.8 -0.2
```
Forces are in eV/Å.

Computed properties:
Multiplicity: 1
Highest occupied orbital energy, eV: -7.28
Structure (SMILES): CC(=O)N/C(O)=C/C=C=O.C=CO



Entry 7:
Here is C8H11NO4 as an isolated structure from the OMol25 dataset. Energies are from ωB97M-V with the def2-TZVPD basis set.

```
24
Properties=species:S:1:pos:R:3:forces:R:3
C 0.11646 2.47968 0.02294 -0.2 2.4 -1.5
C 0.38240 -2.72127 1.15881 -0.3 -0.4 0.5
C 0.23523 -2.06485 -0.18009 -0.9 3.7 1.9
C -1.29367 2.25660 0.50608 1.2 -1.0 0.4
C -0.64208 1.10333 1.32541 0.3 0.6 -0.5
C 1.66405 0.67230 0.65092 2.3 1.0 0.6
C -0.17754 -0.75081 -0.16855 -1.2 -0.7 -1.5
C -0.47587 -0.27259 -2.51553 -0.8 -1.1 -1.5
N 0.66427 1.57257 0.88154 -0.5 -0.4 0.4
O 0.60978 3.23361 -0.77196 0.1 -0.5 0.2
O -0.87270 -0.18487 0.91686 0.3 -2.6 -1.5
O 2.07239 -0.03951 1.52337 0.1 -0.9 0.2
O -0.23078 0.15023 -1.25444 0.3 -0.2 4.5
H 1.47586 -2.66922 1.46302 -1.2 -0.7 -0.4
H -0.08550 -3.73547 1.02787 1.0 0.6 0.7
H 0.60923 -2.57672 -1.02454 0.3 0.0 -1.0
H -1.79271 3.05839 0.96485 -0.3 1.0 1.1
H -1.90985 1.92267 -0.26886 -0.9 -0.8 -1.2
H -0.71984 1.01599 2.36166 -0.5 0.6 1.8
H 2.15460 0.82555 -0.30708 0.1 -0.2 -0.4
H -1.19615 -1.19456 -2.43878 1.1 1.7 -0.8
H 0.53189 -0.59422 -2.92759 -1.4 0.4 -0.5
H -0.95643 0.69751 -2.92508 0.9 -2.1 -0.5
H -0.16304 -2.18436 1.97916 0.4 -0.5 -1.0
```
Forces are in eV/Å.

Computed properties:
Multiplicity: 1
Highest occupied orbital energy, eV: -8.94



Entry 8:
Here is an isolated molecule of C8H11NO4S from the OMol25 dataset. Energies are from ωB97M-V with the def2-TZVPD basis set.

```
25
Properties=species:S:1:pos:R:3:forces:R:3
C 2.12589 -0.84244 0.81120 -0.1 0.1 -1.7
C -2.08524 -1.19385 0.19696 -0.2 -0.2 0.2
C 0.29845 2.06188 -0.01247 -0.3 0.1 -0.1
C 1.82344 -0.61133 -1.89437 1.4 -0.2 -1.6
C 0.05860 -0.32000 -0.17218 -1.5 0.7 -0.7
C 2.90220 -1.08351 2.04516 0.2 -0.1 0.3
C -3.18471 -1.87958 -0.55377 0.0 0.0 0.1
C -0.59108 3.27217 -0.04823 0.1 -0.1 0.0
N 0.88638 -0.61854 0.82788 0.1 -0.4 2.4
O -2.17349 -0.67920 1.26902 0.0 0.1 0.0
O 1.46424 2.04585 0.25909 0.4 0.1 0.0
O -0.92243 -1.20491 -0.53905 0.1 0.0 0.0
O -0.42989 0.96063 -0.31234 -0.2 -0.1 0.1
S 3.02872 -0.91281 -0.71624 0.8 -0.1 1.2
H 1.52281 -1.45508 -2.48730 -0.5 -0.1 0.0
H 1.86755 0.35339 -2.36812 -0.4 0.3 0.0
H 2.67924 -2.07905 2.42856 0.0 0.0 0.0
H 2.60830 -0.35759 2.80125 0.0 0.0 0.0
H 3.96752 -1.00864 1.84698 0.1 0.0 0.1
H -3.53475 -1.19723 -1.32688 0.0 0.0 -0.1
H -4.00416 -2.10218 0.12412 0.0 0.0 0.0
H -2.81794 -2.78092 -1.03388 0.0 -0.1 -0.1
H -1.40113 3.13581 -0.75739 -0.1 0.0 0.0
H -0.01057 4.15831 -0.28570 0.1 0.0 0.0
H -1.01906 3.38574 0.94743 -0.1 0.1 0.0
```
Forces are in eV/Å.

Computed properties:
Multiplicity: 3
Highest occupied orbital energy (spin up / spin down), eV: -5.70 / -9.25



Entry 9:
Here is an isolated molecule of C8H11NS from the OMol25 dataset. Energies are from ωB97M-V with the def2-TZVPD basis set.

```
21
Properties=species:S:1:pos:R:3:forces:R:3
C -1.47037 1.60712 0.76005 2.5 1.2 3.1
C -0.06886 1.11696 0.32090 -1.4 -0.2 -0.2
C 1.02943 1.80777 0.49229 0.9 -2.5 -1.6
S 2.49611 1.11228 -0.24028 -0.4 -0.1 0.0
C 1.63238 -0.48231 -0.66525 0.3 1.2 1.4
N 2.08470 -1.55488 0.26254 1.6 1.4 -2.5
C 1.08127 -2.01742 0.79983 -1.9 -1.4 1.5
C -0.22005 -1.27932 0.65329 -0.9 -1.5 -0.5
C 0.07532 -0.23844 -0.40984 1.7 0.6 0.4
C -0.76996 -0.36000 -1.67010 -2.3 -0.8 2.4
H -1.48555 2.36553 1.72799 0.4 -1.8 -2.6
H -2.07371 0.79377 1.04934 -0.9 -1.0 0.2
H -1.86819 2.10762 -0.05673 -1.2 1.0 -1.4
H 1.06840 2.68590 0.99685 0.4 2.6 1.4
H 1.94663 -0.75862 -1.67044 -0.3 0.0 0.0
H 1.21286 -2.92319 1.37600 -0.3 -0.1 0.5
H -1.10306 -1.89230 0.36574 0.7 0.0 0.2
H -0.49102 -0.85232 1.60151 0.0 0.3 0.6
H -0.29356 -0.55904 -2.58520 0.9 0.3 -1.1
H -1.32368 0.58815 -1.61127 -0.4 -0.6 -1.2
H -1.45910 -1.26728 -1.49722 0.6 1.6 -0.5
```
Forces are in eV/Å.

Computed properties:
Multiplicity: 1
Highest occupied orbital energy, eV: -7.99
Structure (SMILES): CC1=CS[C@H]2N=CC[C@@]12C



Entry 10:
Here is an isolated molecule of C8H12 from the OMol25 dataset. Energies are from ωB97M-V with the def2-TZVPD basis set.

```
20
Properties=species:S:1:pos:R:3:forces:R:3
C -1.45972 1.68148 -1.89791 -0.7 -0.3 1.7
C -0.42733 0.99493 -1.34434 -2.3 -1.1 2.8
C 1.96266 -0.61618 -0.48321 -3.0 1.0 -4.5
C 0.94895 -1.64675 -0.59013 -1.5 -1.3 -1.8
C -0.39767 0.27462 -0.09260 -1.8 1.7 0.4
C 0.67705 -0.54634 0.36413 1.0 0.3 0.6
C -1.57587 0.30857 0.83769 -2.4 -0.4 0.0
C 0.96686 -0.73215 1.82981 -1.4 1.1 2.7
H -1.25018 2.04467 -2.84833 -0.1 0.9 -1.6
H -2.47209 1.92061 -1.44615 1.6 -0.6 -0.5
H 0.47149 0.84272 -1.80095 2.0 0.2 -2.0
H 2.81619 -0.80995 -0.00382 3.1 -0.6 2.1
H 2.08690 -0.03131 -1.45230 0.1 -0.3 1.6
H 0.29252 -1.90852 -1.53814 1.5 0.7 2.1
H -1.43617 0.46666 1.88455 1.3 0.7 0.7
H -2.00415 -0.72364 1.00212 0.1 0.6 -1.0
H -2.43898 1.02985 0.64957 1.2 -1.1 -0.5
H 0.10212 -0.97553 2.55756 0.8 0.7 -1.5
H 1.61650 0.00638 2.38814 -1.0 0.1 -1.1
H 1.52091 -1.58013 1.98433 1.6 -2.4 -0.2
```
Forces are in eV/Å.

Computed properties:
Multiplicity: 1
Highest occupied orbital energy (spin up / spin down), eV: -7.06 / -8.09



ΔE to the lowest compared entry with this formula, charge and spin, record by record: 169.3 17.3 76.9 32.7 159.6 55.4 66.7 0.0 23.4 110.9 kcal/mol
Maximum force, record by record: 4.61 1.00 5.59 5.83 5.52 5.05 4.52 2.48 4.12 5.52 eV/Å
E, record by record: -570.9525 -571.1948 -474.8836 -701.3502 -441.1933 -667.0618 -667.0437 -1065.2036 -764.3119 -311.8097 Ha